Entry P
Molecular formula: C17H48O7
Method: DFT, ωB97M-V/def2-TZVPD

Cartesian coordinates (Å):
1 C -0.7071 -1.7074 5.1940
2 C 0.6242 -1.6330 4.4240
3 C 1.5328 -2.7753 4.8595
4 O 0.3932 -1.6881 3.0334
5 H -1.2418 -2.6452 5.0532
6 H -1.3462 -0.9074 4.8017
7 H -0.6202 -1.4609 6.2529
8 H 1.1397 -0.7033 4.6735
9 H 1.6373 -2.8442 5.9493
10 H 2.5479 -2.5343 4.5326
11 H 1.1954 -3.7737 4.5843
12 H 0.8101 -0.9065 2.6480
13 C -2.4656 -5.8012 -1.6740
14 C -2.5041 -4.4731 -2.4483
15 C -1.4555 -3.4792 -2.0138
16 O -2.5002 -4.7036 -3.8547
17 H -1.5302 -6.3347 -1.8659
18 H -3.2535 -6.4561 -2.0483
19 H -2.5253 -5.5765 -0.6111
20 H -3.4720 -3.9971 -2.2365
21 H -1.5801 -2.5500 -2.5786
22 H -0.4370 -3.8038 -2.2405
23 H -1.5475 -3.1895 -0.9680
24 H -2.6463 -5.6372 -4.0147
25 C 2.8053 1.8007 4.2389
26 C 2.3188 1.9145 2.8162
27 C 2.8760 3.1094 2.0571
28 O 2.5863 0.6922 2.1270
29 H 2.2581 1.0939 4.8583
30 H 2.7041 2.7623 4.7566
31 H 3.8782 1.6198 4.3394
32 H 1.2196 1.9700 2.8031
33 H 3.9695 3.0958 2.0864
34 H 2.6031 4.0532 2.5347
35 H 2.5512 3.1249 1.0173
36 H 2.4212 0.7777 1.1763
37 C -3.0313 4.4712 -1.0487
38 C -3.1812 3.0193 -0.6357
39 C -3.2407 2.7713 0.8672
40 O -4.3595 2.3714 -1.1543
41 H -2.0620 4.8551 -0.7343
42 H -3.8120 5.0984 -0.6096
43 H -3.1544 4.6092 -2.1268
44 H -2.3005 2.4712 -0.9989
45 H -4.1371 3.1978 1.3217
46 H -2.3383 3.0818 1.3967
47 H -3.3361 1.7077 1.0984
48 H -4.3468 2.6487 -2.0824
49 C 0.0688 0.2714 -2.3841
50 C 0.1779 0.7409 -0.9350
51 C -0.7507 0.0298 0.0610
52 O 1.4725 0.3518 -0.4624
53 H -0.9029 0.5684 -2.7925
54 H 0.1248 -0.8154 -2.4074
55 H 0.7789 0.8049 -3.0181
56 H -0.0401 1.8132 -0.8718
57 H -0.6643 0.4258 1.0726
58 H -0.5183 -1.0363 0.0835
59 H -1.8201 0.0497 -0.1740
60 H 2.0429 0.2195 -1.2312
61 C 5.4957 -0.2614 -1.5167
62 O 4.0962 -0.3238 -1.8193
63 H 5.6343 -0.6464 -0.5113
64 H 5.9944 -0.9333 -2.2186
65 H 5.9181 0.7396 -1.6015
66 H 3.9737 0.0429 -2.7005
67 C -0.6003 2.2107 -5.8635
68 O -0.3399 1.0584 -6.6471
69 H -0.5943 3.1098 -6.4815
70 H -1.5918 2.1207 -5.4144
71 H 0.1638 2.2945 -5.0901
72 H -1.0588 0.4284 -6.6326

Values from the calculation:
HOMO-LUMO gap ... 10.003 eV
E_LUMO ... 0.343 eV
HOMO energy ... -9.7 eV
Structure (SMILES) ... CC(C)O.CC(C)O.CC(C)O.CC(C)O.CC(C)O.CO.CO

=====

Entry Q
Molecular formula: C17H48O7
Method: DFT, ωB97M-V/def2-TZVPD

Cartesian coordinates (Å):
1 C -3.8021 8.7361 -10.3439
2 C -3.4023 7.4561 -9.6119
3 C -2.6366 6.4838 -10.4838
4 O -2.4690 7.8660 -8.5846
5 H -4.3843 8.5665 -11.2520
6 H -2.9255 9.2909 -10.6907
7 H -4.2948 9.4323 -9.6637
8 H -4.2814 7.0312 -9.1227
9 H -2.4093 5.5736 -9.9283
10 H -1.6708 6.9100 -10.7532
11 H -3.2446 6.2626 -11.3623
12 H -2.9447 8.2203 -7.8285
13 C -7.6587 2.3794 -14.5231
14 C -6.9324 3.3191 -15.4509
15 C -7.8444 4.4022 -15.9873
16 O -5.8609 3.9268 -14.7022
17 H -7.0014 1.7584 -13.9137
18 H -8.3120 1.7186 -15.0983
19 H -8.3363 2.8800 -13.8237
20 H -6.5355 2.7106 -16.2744
21 H -8.7787 3.9445 -16.3273
22 H -7.4941 4.9464 -16.8685
23 H -8.0578 5.1215 -15.1958
24 H -5.5425 4.6523 -15.2544
25 C -7.9810 3.1473 -7.6044
26 C -7.0212 3.3400 -8.7827
27 C -5.9839 4.3887 -8.4126
28 O -6.4688 2.0838 -9.0953
29 H -7.4863 2.6574 -6.7631
30 H -8.8071 2.4963 -7.9021
31 H -8.4289 4.0773 -7.2522
32 H -7.6573 3.7035 -9.6014
33 H -5.4951 4.1324 -7.4694
34 H -6.4421 5.3641 -8.2250
35 H -5.2449 4.5205 -9.2060
36 H -5.8984 2.2185 -9.8752
37 C -2.6243 1.9771 -11.5168
38 C -3.7674 2.6497 -12.2564
39 O -4.8690 2.7647 -11.3451
40 H -2.8703 0.9316 -11.3398
41 H -2.3844 2.4386 -10.5602
42 H -1.7241 2.0354 -12.1339
43 H -4.0646 2.0401 -13.1184
44 H -3.6106 3.6599 -12.6512
45 H -5.4929 3.4337 -11.6993
46 C -6.8261 10.5720 -15.9046
47 C -6.3734 9.5770 -14.8417
48 O -7.2201 9.6290 -13.7068
49 H -7.6330 10.2228 -16.5470
50 H -5.9877 10.8581 -16.5502
51 H -7.0857 11.5412 -15.4706
52 H -5.3420 9.7558 -14.5459
53 H -6.3986 8.5951 -15.3347
54 H -8.1304 9.6525 -14.0184
55 C -10.3600 6.6625 -13.4609
56 C -11.8678 6.6760 -13.5597
57 O -12.2163 7.9358 -14.1566
58 H -10.0454 7.5413 -12.8987
59 H -9.9537 6.6046 -14.4697
60 H -10.0077 5.7900 -12.9057
61 H -12.3615 6.6643 -12.5835
62 H -12.2283 5.8988 -14.2408
63 H -13.1536 7.9981 -14.3480
64 C -6.7933 7.0177 -11.2202
65 C -6.6778 6.1461 -12.4618
66 O -6.6333 4.7598 -12.1300
67 H -5.9938 6.7424 -10.5328
68 H -7.7483 6.7781 -10.7497
69 H -6.7220 8.0772 -11.4491
70 H -5.7621 6.3894 -13.0103
71 H -7.5554 6.3279 -13.0881
72 H -6.3723 4.3065 -12.9586

Values from the calculation:
HOMO-LUMO gap ... 9.596 eV
E_LUMO ... 0.297 eV
HOMO energy ... -9.3 eV
Structure (SMILES) ... CC(C)O.CC(C)O.CC(C)O.CCO.CCO.CCO.CCO

=====

Which one is most stable, and which one is least stable? entry Q is the most stable of them, while entry P is the least stable.

=====

Entry P
Molecular formula: CH2O2S3
Method: DFT, ωB97M-V/def2-TZVPD

Cartesian coordinates (Å):
1 O -0.0395 -0.1060 1.0707
2 C 0.1994 0.2208 -0.0429
3 O 1.0435 1.0407 -0.5567
4 S 2.1561 1.8869 0.4528
5 S -0.8230 -0.5108 -1.5415
6 S -1.4374 -2.2535 -0.7324
7 H 1.5260 1.5789 1.6031
8 H -2.6252 -1.8570 -0.2530

Values from the calculation:
HOMO-LUMO gap ... 9.313 eV
E_LUMO ... -0.340 eV
HOMO energy ... -9.7 eV
Structure (SMILES) ... O=C(OS)SS

=====

Entry Q
Molecular formula: CH2O2S3
Method: DFT, ωB97M-V/def2-TZVPD

Cartesian coordinates (Å):
1 O 0.2081 -0.2837 -2.6020
2 S 1.1543 -0.6361 -1.2177
3 C 0.0362 0.2557 0.1230
4 S -0.9524 1.4608 -0.2565
5 S 0.4490 -0.6192 1.5473
6 O 0.0215 0.3796 2.7700
7 H 0.0273 -1.1273 -2.9842
8 H -0.9439 0.5703 2.6201

Values from the calculation:
HOMO-LUMO gap ... 8.662 eV
E_LUMO ... -0.451 eV
HOMO energy ... -9.1 eV
Structure (SMILES) ... OSC(=S)SO

=====

Which one is most stable, and which one is least stable? entry P is the most stable of them, while entry Q is the least stable.

=====

Entry P
Molecular formula: C8H18N5S
Method: DFT, ωB97M-V/def2-TZVPD

Cartesian coordinates (Å):
1 C 3.6825 -1.4998 0.3370
2 C 3.2653 -1.2544 -0.8945
3 C 1.6785 3.0725 0.2940
4 C -3.6374 -0.8543 -0.2111
5 C -1.4525 -2.1865 -0.0996
6 C 0.2117 2.7889 0.6236
7 C -2.3024 -1.1694 -0.7818
8 C -1.0806 0.6906 0.0728
9 N 2.6911 -1.6386 1.3996
10 N 1.6019 -1.0016 1.2185
11 N 0.9156 -0.4022 0.3154
12 N -0.3610 1.7851 -0.2287
13 N -1.5709 0.0435 -0.9702
14 S 1.6466 -0.5710 -1.2443
15 H 4.5976 -1.9644 0.7184
16 H 3.9679 -1.1962 -1.7755
17 H 2.1449 3.7455 1.1491
18 H 2.2047 2.0418 0.4550
19 H 1.8174 3.6370 -0.7243
20 H -3.5875 -0.2853 0.6973
21 H -4.1459 -0.2498 -1.0566
22 H -4.1002 -1.9048 -0.1401
23 H -0.6065 -2.5838 -0.5662
24 H -1.9051 -3.1165 0.0901
25 H -1.1913 -2.1050 0.9859
26 H 0.0793 2.6206 1.7215
27 H -0.4007 3.7103 0.4646
28 H -2.5575 -1.6699 -1.8079
29 H -1.1853 0.2874 1.0436
30 H -0.0103 1.8519 -1.1934
31 H 0.9370 -0.9718 1.9826
32 H -1.3469 0.3503 -1.8747

Values from the calculation:
HOMO-LUMO gap (alpha / beta) ... 7.317 / 7.316 eV
E_LUMO (alpha / beta) ... -3.526 / -3.526 eV
HOMO energy (alpha / beta) ... -10.8 / -10.8 eV
Charge ... +1

=====

Entry Q
Molecular formula: C8H18N5S
Method: DFT, ωB97M-V/def2-TZVPD

Cartesian coordinates (Å):
1 C -0.3655 -0.7472 -2.1514
2 C 1.5111 -0.5105 -0.6165
3 C -1.9221 -0.7175 -0.3060
4 C 4.5784 0.5038 0.0620
5 C -1.8683 2.6333 0.9867
6 C -3.8295 -1.9199 1.1960
7 C 3.6537 -0.7156 0.4057
8 C -2.3723 1.7290 -0.1674
9 N -1.3922 -0.5724 -1.4641
10 N 0.9108 -0.8017 -1.8829
11 N 0.7904 -0.0013 0.2999
12 N 2.7934 -0.9047 -0.6637
13 N -2.4076 0.3021 0.3876
14 S -2.3198 -2.3234 0.2461
15 H -0.5460 -0.7161 -3.1776
16 H 5.2378 0.7908 0.9122
17 H 5.1883 0.1743 -0.7824
18 H 3.9509 1.4692 -0.2132
19 H -1.7032 3.6624 0.6700
20 H -2.4700 2.4665 1.9995
21 H -0.8435 2.3791 1.3922
22 H -3.3820 -1.8672 2.1880
23 H -4.5082 -2.7056 1.1014
24 H -4.2522 -0.9054 1.0398
25 H 4.4435 -1.5130 0.3804
26 H 3.2322 -0.6295 1.3439
27 H -3.3752 1.9306 -0.6086
28 H -1.6909 1.6526 -0.9844
29 H 1.5370 -0.8412 -2.6491
30 H 1.3356 0.2335 1.1537
31 H 3.0584 -1.6228 -1.2981
32 H -2.9730 0.0879 1.2003

Values from the calculation:
HOMO-LUMO gap ... 10.051 eV
E_LUMO ... -2.547 eV
HOMO energy ... -12.6 eV
Charge ... +1

=====

Which one is most stable, and which one is least stable? entry Q is the most stable of them, while entry P is the least stable.

=====

Entry P
Molecular formula: C5H4N2O2
Method: DFT, ωB97M-V/def2-TZVPD

Cartesian coordinates (Å):
1 N -3.4433 -0.7308 0.0058
2 C -2.3514 -0.4046 0.0300
3 N -1.1016 -0.1800 0.0256
4 C 0.0171 -1.5010 -0.0345
5 C 1.1712 -0.7455 -0.0611
6 O 2.4306 -1.2046 0.0735
7 C 0.9694 0.6227 0.0341
8 C -0.3549 0.9185 -0.0069
9 O -1.0243 2.0919 0.0962
10 H -0.3246 -2.4306 -0.4298
11 H 3.0525 -0.6961 0.5764
12 H 1.6756 1.3348 -0.0764
13 H -0.7164 2.9252 -0.2330

Values from the calculation:
HOMO-LUMO gap ... 9.065 eV
E_LUMO ... 0.346 eV
HOMO energy ... -8.7 eV
Structure (SMILES) ... N#Cn1cc(O)cc1O

=====

Entry Q
Molecular formula: C5H4N2O2
Method: DFT, ωB97M-V/def2-TZVPD

Cartesian coordinates (Å):
1 C -1.2334 -1.9109 -0.1452
2 C -0.7500 -0.6300 -0.1968
3 C 0.3989 0.0546 -0.0756
4 C -1.9432 0.8988 0.0629
5 C 1.8654 -0.3566 0.0496
6 N -1.6326 -2.9943 -0.0454
7 N 0.2257 1.4111 -0.2587
8 O -3.1157 0.9120 0.1453
9 O -1.0998 1.8953 0.0508
10 H 2.4627 0.3421 -0.5405
11 H 1.9297 -1.4018 -0.2742
12 H 1.8668 -0.3146 1.1464
13 H 1.0254 2.0944 0.0815

Values from the calculation:
HOMO-LUMO gap ... 9.563 eV
E_LUMO ... 0.243 eV
HOMO energy ... -9.3 eV

=====

Which one is most stable, and which one is least stable? entry P is the most stable of them, while entry Q is the least stable.